No. 1
Entry from OMol25: C7H20N6 as an isolated structure (ωB97M-V/def2-TZVPD).

Output
E_LUMO in eV: -6.6
2S+1: 1
Net charge: +2

CARTESIAN COORDINATES (ANGSTROEM)
C  -2.3516  -0.7456  0.5883
C  0.9976  0.2765  0.2350
C  1.5261  -2.0332  -0.6173
C  3.2909  -0.7294  0.3893
C  -2.1384  1.5126  -0.8527
C  -0.0486  -0.1039  -1.9612
C  0.7103  2.6439  1.2762
N  -3.6109  -0.8082  0.3270
N  1.8956  -0.7419  0.0865
N  -1.3344  0.6960  -0.0317
N  -0.1602  0.0923  -0.5052
N  -1.5661  -1.5083  1.2865
N  1.2744  1.2906  1.0886
H  2.0453  -2.9154  -0.0195
H  0.4151  -2.0452  -0.5689
H  2.0146  -2.1416  -1.5623
H  3.6129  -0.5721  1.5072
H  3.8439  -1.6021  0.2037
H  3.7346  0.0243  -0.1164
H  -3.0329  1.8083  -0.2047
H  -1.4650  2.2259  -1.2963
H  -2.5092  1.0599  -1.6794
H  -0.6113  -0.8792  -2.2102
H  -0.4552  0.8804  -2.5370
H  1.0304  -0.3477  -2.1257
H  1.3419  3.1473  1.8977
H  -0.3062  2.4732  1.8114
H  0.6984  3.1182  0.3563
H  -4.1394  0.0232  0.1084
H  -4.1483  -1.5397  0.7030
H  -1.9335  -2.4145  1.5489
H  -0.5979  -1.3078  1.0813
H  1.9772  1.1631  1.7932

No. 2
Entry from OMol25: a 30-piece molecular cluster, H60O30 overall (ωB97M-V/def2-TZVPD).

Output
E_LUMO in eV: -1.4
2S+1: 1

CARTESIAN COORDINATES (ANGSTROEM)
O  -0.5938  -1.1142  -0.6154
O  0.5843  2.2874  0.6018
O  1.2803  -1.8489  1.4049
O  -2.8859  0.2390  -0.5848
O  0.9173  1.8590  -2.2491
O  2.0463  0.5958  2.4176
O  -2.2916  2.4095  0.9411
O  0.8455  -1.0247  -3.2187
O  3.6781  -0.2781  -1.2974
O  -2.3001  -3.5573  0.4672
O  -0.8196  -3.0864  2.9937
O  2.9627  -3.2958  -0.4958
O  -3.7838  0.7747  -3.0319
O  -4.5790  -1.7017  1.0711
O  2.6944  3.7030  2.1879
O  -2.7389  -3.4529  -2.6093
O  3.2818  0.0598  -3.9575
O  -0.6024  4.1279  -3.0573
O  3.5770  3.0234  -2.4104
O  -3.4254  2.1689  3.3811
O  -1.8490  -1.0371  4.8592
O  1.4028  -3.8368  -3.4393
O  -0.9126  0.0732  -5.3280
O  4.8990  2.2980  1.0905
O  -4.4339  -0.4865  3.5869
O  0.2382  0.9401  5.6433
O  1.5347  1.8760  -5.2455
O  5.4028  -0.5331  2.0381
O  4.0735  1.1203  4.0826
O  -3.1510  4.9936  1.0181
H  -0.0721  -0.8293  -1.3696
H  -0.0157  -1.3133  0.1113
H  0.6062  2.1170  -0.3729
H  -0.3289  2.3562  0.8602
H  0.8347  -2.3760  2.0846
H  1.9279  -2.4102  0.9403
H  -2.9142  1.0062  -0.0617
H  -1.9891  -0.1612  -0.4790
H  0.6905  1.0094  -2.6639
H  1.8720  2.1240  -2.4424
H  1.9049  -0.2065  1.9387
H  1.5933  1.1922  1.8052
H  -2.6673  2.2478  1.7772
H  -2.7678  3.2821  0.8548
H  1.7056  -0.8035  -3.5799
H  0.1365  -1.0573  -3.9066
H  3.0327  -0.9089  -0.9884
H  4.5546  -0.4717  -0.9520
H  -1.8019  -3.0590  -0.1768
H  -3.0259  -3.0017  0.8568
H  -1.3968  -3.2306  2.2453
H  -1.0446  -3.8284  3.5479
H  3.9375  -3.2642  -0.3589
H  2.6890  -4.2328  -0.5677
H  -3.3987  0.4638  -2.2047
H  -3.9966  -0.1043  -3.4507
H  -4.4946  -1.3241  1.9709
H  -4.3165  -1.1556  0.3212
H  3.4865  3.5352  1.6033
H  2.0405  3.4930  1.5856
H  -3.0921  -3.1494  -3.4449
H  -3.3148  -4.0938  -2.1104
H  4.1317  -0.1875  -4.4523
H  3.4210  -0.0900  -2.9685
H  -1.1951  3.7027  -3.6925
H  -0.0018  3.5495  -2.6498
H  4.1671  3.2660  -3.0833
H  3.9780  2.3204  -1.8825
H  -2.8527  2.2284  4.1497
H  -3.8484  1.3088  3.2981
H  -1.4292  -1.6555  4.2417
H  -1.1675  -0.4555  5.2085
H  1.2034  -2.9046  -3.2296
H  2.0686  -4.1517  -2.8148
H  -0.8623  -0.1989  -6.2241
H  -1.7143  0.6033  -5.3430
H  5.1687  2.2266  0.1459
H  4.8255  1.4024  1.3904
H  -3.6543  -0.6755  4.0935
H  -5.1366  -0.4625  4.2712
H  0.6908  0.9412  6.4763
H  0.9004  0.9466  4.9828
H  2.2088  1.2684  -4.9930
H  0.6830  1.4105  -5.3038
H  5.7340  -0.9298  1.2128
H  4.9535  -1.2690  2.5497
H  3.4124  0.9362  3.3800
H  4.9556  1.1429  3.7045
H  -2.5438  5.2854  1.6535
H  -2.8610  5.5121  0.2314

No. 3
Entry from OMol25: a 9-piece molecular cluster, C34H70F12N5O14S4 overall (ωB97M-V/def2-TZVPD).

Output
E_LUMO in eV: -4.3
2S+1: 1
Net charge: +1

CARTESIAN COORDINATES (ANGSTROEM)
C  6.0356  -3.5751  17.6979
C  5.2599  -2.6494  16.8020
O  5.3679  -2.8464  15.5283
N  4.3881  -1.5661  17.4596
H  4.8918  -0.7126  17.6544
H  3.8696  -1.2943  16.6366
C  3.3615  -2.0949  18.4905
H  6.9692  -3.0582  17.9196
H  6.3409  -4.4186  17.0786
H  5.5632  -3.9628  18.6004
H  3.7736  -2.7566  19.2523
H  2.5839  -2.5506  17.8774
H  2.9024  -1.2451  18.9957
C  5.4003  -6.1669  27.1729
C  4.4212  -5.1951  26.5187
O  4.4305  -4.7927  25.4067
N  3.1485  -4.9816  27.3821
H  3.3184  -4.8710  28.3715
H  2.5360  -5.7843  27.4045
C  2.1614  -3.8195  27.0516
H  5.6139  -6.0061  28.2296
H  6.3185  -6.1755  26.5856
H  5.0446  -7.1811  26.9908
H  1.9903  -3.8927  25.9776
H  2.6831  -2.8741  27.2008
H  1.3792  -4.0409  27.7777
C  -3.4442  -0.5285  15.3051
C  -3.8079  -1.7692  14.4045
C  -3.3983  -1.5277  12.9290
N  -3.5365  -2.7988  12.0030
C  -4.9371  -3.3277  12.0609
C  -2.5130  -3.9320  12.4490
C  -1.1828  -3.5941  11.6701
C  -1.5971  -2.6413  10.5348
C  -3.1376  -2.5294  10.5178
H  -3.7075  0.3546  14.7230
H  -2.4509  -0.6380  15.7403
H  -4.1756  -0.5602  16.1127
H  -4.8642  -1.9904  14.5576
H  -3.3806  -2.6611  14.8627
H  -2.3456  -1.2648  12.8251
H  -3.9591  -0.6584  12.5856
H  -5.1177  -4.0638  12.8443
H  -5.1214  -3.8899  11.1454
H  -5.6812  -2.5394  12.1746
H  -2.9692  -4.8612  12.1077
H  -2.2926  -4.0816  13.5060
H  -0.6400  -4.4718  11.3191
H  -0.4521  -3.0964  12.3076
H  -1.2667  -3.0305  9.5717
H  -1.0825  -1.6819  10.5883
H  -3.6026  -3.3003  9.9033
H  -3.4810  -1.5443  10.2020
C  7.7402  3.7264  6.3801
C  8.3621  3.0554  7.6716
C  9.6909  2.2600  7.5559
N  10.3641  1.8422  8.8927
C  10.5547  2.9999  9.8110
C  11.6346  1.0433  8.6113
C  11.7788  0.0007  9.6880
C  10.3953  -0.1955  10.3752
C  9.4421  0.7814  9.6389
H  8.1031  3.1722  5.5145
H  8.1413  4.7337  6.2676
H  6.6517  3.6697  6.3722
H  7.5839  2.5053  8.2007
H  8.6670  3.8895  8.3037
H  10.4179  2.9821  7.1843
H  9.6339  1.3749  6.9223
H  10.8184  3.8625  9.1990
H  11.3116  2.7756  10.5626
H  9.5733  3.2568  10.2098
H  12.4457  1.7648  8.5119
H  11.5906  0.4271  7.7134
H  12.4515  0.3273  10.4811
H  12.2366  -0.9581  9.4448
H  10.5066  0.1493  11.4032
H  9.9974  -1.2083  10.3125
H  8.7217  1.2555  10.3055
H  8.8350  0.2420  8.9118
C  5.3406  -17.6663  21.0915
C  6.7441  -17.2345  21.1877
C  6.9116  -15.8712  20.5307
N  8.3937  -15.3390  20.4071
C  9.2372  -16.1664  19.4544
C  8.1969  -13.9934  19.7193
C  8.3859  -12.7976  20.7425
C  8.6373  -13.4044  22.0779
C  9.0743  -14.9038  21.7752
H  5.1202  -18.7263  21.2170
H  5.1496  -17.5743  20.0223
H  4.5778  -17.3792  21.8152
H  7.2994  -18.0540  20.7313
H  6.9187  -17.1643  22.2613
H  6.2960  -15.0849  20.9673
H  6.6400  -15.9413  19.4774
H  8.8096  -16.3229  18.4641
H  9.4665  -17.1450  19.8761
H  10.1536  -15.5841  19.3580
H  8.9772  -13.8234  18.9774
H  7.2996  -13.9189  19.1049
H  9.2364  -12.2255  20.3716
H  7.5245  -12.1318  20.7947
H  9.4406  -12.9631  22.6678
H  7.7128  -13.4648  22.6521
H  10.1294  -14.8338  21.5109
H  8.8293  -15.6857  22.4941
C  10.9999  -10.4868  12.7843
F  10.3485  -10.1932  13.9132
F  10.1956  -10.3367  11.6693
F  11.8955  -9.5192  12.4913
S  11.8255  -12.1903  12.8088
O  10.6909  -13.1024  13.1296
O  12.3305  -12.3597  11.4542
O  12.8390  -12.2084  13.9260
C  0.6520  4.6361  11.3584
F  0.5572  5.9649  11.1787
F  -0.6175  4.1862  11.6379
F  1.0044  4.0686  10.2009
S  1.7546  4.2919  12.8417
O  2.8448  5.3159  12.8315
O  0.8669  4.5610  13.9619
O  2.1214  2.8950  12.8231
C  1.5509  -10.3013  16.0598
F  2.1711  -9.1950  15.6710
F  0.5599  -10.4074  15.1859
F  2.3519  -11.3911  16.0500
S  0.9487  -9.8770  17.8915
O  2.1337  -10.1438  18.6720
O  0.6086  -8.3940  18.0049
O  -0.1549  -10.7970  18.1930
C  10.1436  5.9515  17.9794
F  11.4607  5.9183  18.0147
F  9.5359  6.9881  18.5845
F  9.6827  5.9766  16.7315
S  9.3542  4.3118  18.6982
O  7.9197  4.4287  18.5729
O  9.8622  3.2798  17.7794
O  9.7268  4.1845  20.1225